(A)
The following is a DFT calculation (ωB97M-V/def2-TZVPD) of an isolated molecule of C2H2Cl2O2S.

* Kohn-Sham gap (alpha / beta): 8.5 / 8.2 eV
* highest occupied orbital energy (alpha / beta): -9.9 / -9.7 eV
* 2S+1: 1
* charge: 0
* molecular weight: 161.0 g/mol
* SMILES: O=S(=O)(Cl)/C=C/Cl

Geometry as XYZ:
```
9
C2H2Cl2O2S | OMol25 | ωB97M-V/def2-TZVPD
O -0.717 1.677 -0.427
S 0.082 0.667 -1.045
O -0.406 0.009 -2.218
Cl 1.855 1.533 -1.565
C 0.590 -0.504 0.145
C -0.640 -0.562 1.339
Cl -0.677 -1.762 2.451
H 1.140 -1.389 -0.095
H -1.229 0.332 1.415
```


(B)
The following is a DFT calculation (ωB97M-V/def2-TZVPD) of a structure of composition C2H2Cl2O2S.

* Kohn-Sham gap (alpha / beta): 7.0 / 7.0 eV
* highest occupied orbital energy (alpha / beta): -8.2 / -8.2 eV
* 2S+1: 1
* charge: 0
* molecular weight: 161.0 g/mol

Geometry as XYZ:
```
9
C2H2Cl2O2S | OMol25 | ωB97M-V/def2-TZVPD
C 0.149 0.514 -1.313
C 1.117 -0.360 1.679
O -1.628 0.740 0.421
O -0.851 0.055 -1.976
S -0.219 1.123 0.196
Cl 1.852 -1.833 1.102
Cl 0.123 -0.697 2.875
H 1.113 0.207 -1.531
H -1.655 0.251 -1.452
```


Which one is most stable, and which one is least stable? (A) is the most stable of them, while (B) is the least stable.


(A)
The following is a DFT calculation (ωB97M-V/def2-TZVPD) of a cluster of 3 separate species, C2H10NO2 in total.

* Kohn-Sham gap: 10.2 eV
* highest occupied orbital energy: -15.2 eV
* 2S+1: 1
* charge: +1
* molecular weight: 80.1 g/mol

Geometry as XYZ:
```
15
C2H10NO2 | OMol25 | ωB97M-V/def2-TZVPD
C 0.028 -0.035 -1.909
C 2.010 1.012 -1.062
N 0.738 0.934 -1.070
H -0.864 -0.406 -1.421
H -0.225 0.412 -2.876
H 0.629 -0.869 -2.258
H 2.527 0.680 -1.953
H 2.553 1.284 -0.173
H 0.339 1.028 -0.123
H -0.437 1.020 1.996
H -0.369 -0.498 1.970
O 0.012 0.290 1.559
H -1.763 -1.788 2.930
H -3.056 -1.558 2.319
O -2.122 -1.506 2.074
```


(B)
The following is a DFT calculation (ωB97M-V/def2-TZVPD) of a cluster of 3 separate species, C2H10NO2 in total.

* Kohn-Sham gap: 10.9 eV
* highest occupied orbital energy: -15.4 eV
* 2S+1: 1
* charge: +1
* molecular weight: 80.1 g/mol

Geometry as XYZ:
```
15
C2H10NO2 | OMol25 | ωB97M-V/def2-TZVPD
C -0.842 1.294 1.652
C 1.103 0.827 0.306
N -0.181 0.793 0.492
H -1.629 1.982 1.307
H -1.213 0.328 2.099
H -0.109 1.835 2.374
H 1.740 1.361 0.980
H 1.392 0.540 -0.690
H -0.547 0.503 -0.464
H 2.597 -2.188 -0.899
H 1.058 -2.553 -0.889
O 1.633 -1.765 -0.888
H -1.788 -1.257 -1.058
H -1.680 -1.094 -2.592
O -1.534 -0.607 -1.728
```


Which one is most stable, and which one is least stable? (A) is the most stable of them, while (B) is the least stable.


(A)
The following is a DFT calculation (ωB97M-V/def2-TZVPD) of an isolated molecule of C11H12N2O2.

* Kohn-Sham gap: 8.8 eV
* highest occupied orbital energy: -8.1 eV
* 2S+1: 1
* charge: 0
* molecular weight: 204.2 g/mol
* SMILES: N[C@@H](Cc1c[nH]c2ccccc12)C(=O)O

Geometry as XYZ:
```
27
C11H12N2O2 | OMol25 | ωB97M-V/def2-TZVPD
N -3.205 1.345 -0.725
C -1.905 1.717 -0.362
C -0.781 0.911 -0.840
C -0.320 -0.243 -0.172
C -1.219 -1.037 0.506
N -0.528 -2.135 1.063
C 0.775 -2.116 0.741
C 1.765 -3.193 1.035
C 2.956 -2.784 0.849
C 3.317 -1.428 0.348
C 2.407 -0.492 -0.087
C 1.002 -0.959 -0.131
C -1.449 3.323 -0.676
O -2.000 4.201 -1.377
O -0.280 3.658 0.151
H -3.174 1.477 -1.708
H -3.841 2.114 -0.348
H -2.058 1.410 0.818
H 0.204 1.500 -1.021
H -1.008 0.643 -1.954
H -2.380 -0.938 0.530
H -0.679 -2.925 1.942
H 1.664 -3.941 1.751
H 3.742 -3.656 0.675
H 4.343 -1.281 -0.117
H 2.774 0.326 -0.637
H -0.124 4.503 -0.254
```


(B)
The following is a DFT calculation (ωB97M-V/def2-TZVPD) of a structure of composition C11H12N2O2.

* Kohn-Sham gap: 8.4 eV
* highest occupied orbital energy: -8.1 eV
* 2S+1: 1
* charge: 0
* molecular weight: 204.2 g/mol

Geometry as XYZ:
```
27
C11H12N2O2 | OMol25 | ωB97M-V/def2-TZVPD
C -1.982 -2.309 2.008
C -2.712 -1.325 1.468
C -0.590 -2.389 1.777
C -0.102 -1.383 1.023
C -2.144 -0.313 0.480
C 1.324 -1.263 0.694
C -0.236 2.461 -1.448
C 0.038 1.072 -1.833
C 0.172 2.174 0.027
C 0.507 0.761 -0.471
C 2.778 -0.171 -0.965
N -0.772 -0.464 0.412
N 1.511 -0.113 -0.126
O -2.835 0.505 -0.113
O 2.140 -2.088 0.998
H -2.428 -3.012 2.810
H -3.784 -1.253 1.585
H 0.105 -2.959 2.266
H 0.272 3.268 -1.865
H -1.258 2.552 -1.592
H -0.779 0.751 -2.427
H 0.916 0.988 -2.456
H 0.983 2.814 0.342
H -0.522 2.153 0.851
H 3.487 -0.603 -0.340
H 2.687 -0.707 -1.874
H 3.225 0.853 -1.233
```


Which one is most stable, and which one is least stable? (B) is the most stable of them, while (A) is the least stable.


(A)
The following is a DFT calculation (ωB97M-V/def2-TZVPD) of a cluster of 2 separate species, CH5NO2P in total.

* Kohn-Sham gap: 7.2 eV
* highest occupied orbital energy: -2.7 eV
* 2S+1: 1
* charge: -1
* molecular weight: 94.0 g/mol

Geometry as XYZ:
```
10
CH5NO2P | OMol25 | ωB97M-V/def2-TZVPD
C -0.957 0.743 0.037
N 2.167 -0.803 0.043
O -1.963 -1.611 0.807
O 1.018 -1.570 0.211
P -1.211 -1.147 -0.405
H -0.122 0.633 0.787
H -1.822 1.298 0.494
H -0.662 1.339 -0.823
H 2.226 -0.637 -0.967
H 2.064 0.000 0.688
```


(B)
The following is a DFT calculation (ωB97M-V/def2-TZVPD) of a cluster of 2 separate species, CH5NO2P in total.

* Kohn-Sham gap (alpha / beta): 6.9 / 6.9 eV
* highest occupied orbital energy (alpha / beta): -2.4 / -2.4 eV
* 2S+1: 1
* charge: -1
* molecular weight: 94.0 g/mol

Geometry as XYZ:
```
10
CH5NO2P | OMol25 | ωB97M-V/def2-TZVPD
C 1.087 -1.060 0.476
N -1.757 0.689 -0.895
O 0.362 1.397 1.273
O -0.654 0.651 -1.738
P 1.153 0.865 0.129
H 2.098 -1.535 0.590
H 0.557 -1.341 -0.494
H 0.416 -1.126 1.353
H -1.528 -0.056 -0.229
H -1.733 1.517 -0.466
```


Which one is most stable, and which one is least stable? (A) is the most stable of them, while (B) is the least stable.


(A)
The following is a DFT calculation (ωB97M-V/def2-TZVPD) of a cluster of 2 separate species, HPS in total.

* Kohn-Sham gap (alpha / beta): 6.3 / 6.3 eV
* highest occupied orbital energy (alpha / beta): -8.3 / -8.3 eV
* 2S+1: 1
* charge: 0
* molecular weight: 64.0 g/mol

Geometry as XYZ:
```
3
HPS | OMol25 | ωB97M-V/def2-TZVPD
P 0.458 -0.648 -0.006
S 1.590 0.910 -0.006
H -2.048 -0.262 0.012
```


(B)
The following is a DFT calculation (ωB97M-V/def2-TZVPD) of a cluster of 2 separate species, HPS in total.

* Kohn-Sham gap: 7.3 eV
* highest occupied orbital energy: -8.9 eV
* 2S+1: 1
* charge: 0
* molecular weight: 64.0 g/mol

Geometry as XYZ:
```
3
HPS | OMol25 | ωB97M-V/def2-TZVPD
P 0.147 -0.710 0.007
S 1.428 0.668 0.007
H -1.575 0.042 -0.014
```


Which one is most stable, and which one is least stable? (B) is the most stable of them, while (A) is the least stable.